(1)
Formula: C43H29BrN2O9P2
Source: the OMol25 dataset
Level of theory: ωB97M-V/def2-TZVPD

- Max |F|: 5.8 eV/Å
- Electronic energy: -155089.9172 eV
- LUMO: -1.08 eV
- HOMO: -9.235 eV
- Kohn-Sham gap: 0.300 hartree

```
! wB97M-V def2-TZVPD RIJCOSX def2/J DEFGRID3
* xyz 0 1
O 2.339 -2.775 -2.078
C 1.725 -2.447 -3.079
C 0.614 -1.471 -2.994
C 0.284 -0.908 -1.760
C -0.733 0.039 -1.679
C -1.419 0.427 -2.827
C -1.104 -0.146 -4.055
C -0.091 -1.100 -4.140
C 0.226 -1.717 -5.448
O -0.425 -1.434 -6.439
C 1.349 -2.677 -5.536
C 1.680 -3.238 -6.770
C 2.754 -4.116 -6.870
C 3.501 -4.435 -5.738
C 3.165 -3.889 -4.504
C 2.084 -3.012 -4.399
H 0.818 -1.202 -0.864
H -0.986 0.479 -0.721
H -2.203 1.175 -2.765
H -1.646 0.157 -4.945
H 1.104 -2.989 -7.656
H 3.012 -4.548 -7.831
H 4.345 -5.113 -5.818
H 3.749 -4.145 -3.626
O 3.589 8.293 4.807
C 3.071 7.561 5.634
C 2.605 6.208 5.253
C 2.781 5.762 3.943
C 2.382 4.478 3.587
C 1.809 3.635 4.537
C 1.617 4.084 5.839
C 2.009 5.373 6.199
C 1.784 5.847 7.583
O 1.214 5.138 8.395
C 2.268 7.192 7.969
C 2.094 7.637 9.280
C 2.574 8.885 9.661
C 3.230 9.692 8.734
C 3.392 9.258 7.423
C 2.906 8.008 7.035
H 3.231 6.412 3.200
H 2.523 4.132 2.568
H 1.512 2.635 4.263
H 1.165 3.425 6.574
H 1.588 7.010 10.008
H 2.442 9.227 10.682
H 3.613 10.662 9.034
H 3.901 9.894 6.705
O -5.210 -2.228 -2.937
C -5.138 -3.347 -3.417
C -6.350 -4.024 -3.932
C -7.580 -3.365 -3.885
C -8.716 -3.977 -4.402
C -8.629 -5.247 -4.969
C -7.409 -5.913 -5.001
C -6.268 -5.305 -4.477
C -4.977 -6.029 -4.501
O -4.915 -7.170 -4.927
C -3.761 -5.346 -4.004
C -2.532 -6.004 -4.054
C -1.379 -5.358 -3.621
C -1.451 -4.053 -3.139
C -2.676 -3.399 -3.074
C -3.836 -4.046 -3.502
H -7.653 -2.374 -3.450
H -9.671 -3.462 -4.369
H -9.514 -5.719 -5.383
H -7.348 -6.904 -5.439
H -2.470 -7.019 -4.434
H -0.423 -5.870 -3.665
H -0.550 -3.546 -2.810
H -2.724 -2.383 -2.694
N 3.681 1.321 4.407
P 3.918 0.930 2.847
N 2.636 0.014 2.127
C 1.356 0.642 1.893
O 0.871 0.575 0.730
O 0.575 1.383 2.843
P 2.736 -1.708 1.996
O 1.764 -2.364 3.280
Br 4.829 -2.514 2.512
H 4.482 0.961 4.967
H 5.218 0.314 2.785
H 4.035 2.173 2.125
H -0.045 0.697 3.197
H 1.684 -1.700 4.005
*
```

(2)
Formula: C43H32N6O2P2RuS
Source: the OMol25 dataset
Level of theory: ωB97M-V/def2-TZVPD

- Max |F|: 2.8 eV/Å
- Electronic energy: -90104.1814 eV
- LUMO (alpha / beta): -11.21 / -15.20 eV
- HOMO (alpha / beta): -18.395 / -18.393 eV
- Kohn-Sham gap (alpha / beta): 0.264 / 0.117 hartree

```
! wB97M-V def2-TZVPD RIJCOSX def2/J DEFGRID3
* xyz 4 5
Ru -1.145 -0.836 -0.633
O 1.028 -0.753 -0.800
P 2.137 0.218 -1.123
C 1.440 1.849 -1.620
P 0.051 2.283 -0.484
O -1.085 1.304 -0.656
C -0.463 3.954 -0.979
C -0.598 4.976 -0.048
C -1.026 6.224 -0.487
C -1.253 6.449 -1.838
C -1.135 5.422 -2.763
C -0.720 4.172 -2.332
C 0.687 2.308 1.200
C 1.871 2.974 1.511
C 2.245 3.115 2.834
C 1.442 2.606 3.845
C 0.267 1.935 3.531
C -0.121 1.801 2.211
C 3.181 -0.359 -2.504
C 3.545 0.463 -3.564
C 4.307 -0.074 -4.592
C 4.748 -1.386 -4.517
C 4.394 -2.200 -3.451
C 3.630 -1.676 -2.422
C 3.249 0.390 0.296
C 4.410 1.159 0.200
C 5.256 1.246 1.292
C 4.966 0.540 2.454
C 3.804 -0.218 2.547
C 2.954 -0.314 1.460
H 1.027 1.747 -2.631
H 2.191 2.636 -1.614
H -0.402 4.809 1.001
H -1.187 7.014 0.236
H -1.492 7.447 -2.183
H -1.324 5.592 -3.813
H -0.591 3.373 -3.049
H 2.478 3.405 0.730
H 3.146 3.655 3.078
H 1.719 2.760 4.876
H -0.364 1.556 4.317
H -1.067 1.343 1.940
H 3.227 1.493 -3.626
H 4.554 0.544 -5.444
H 5.418 -1.766 -5.278
H 4.739 -3.222 -3.398
H 3.382 -2.279 -1.560
H 4.657 1.677 -0.716
H 6.155 1.839 1.228
H 5.665 0.555 3.278
H 3.578 -0.750 3.458
H 2.057 -0.916 1.503
S -6.447 -6.100 -1.003
N -6.530 -4.499 -1.007
C -5.317 -3.965 -0.995
C -4.977 -2.575 -1.007
C -5.885 -1.512 -1.110
C -5.396 -0.218 -1.134
C -4.024 0.006 -1.027
N -3.152 -0.989 -0.922
C -3.601 -2.264 -0.935
C -2.588 -3.282 -0.933
N -1.310 -2.839 -0.931
C -0.325 -3.724 -1.033
C -0.559 -5.094 -1.116
C -1.856 -5.575 -1.077
C -2.910 -4.656 -0.990
C -4.302 -4.987 -0.984
N -4.845 -6.196 -0.988
H -6.943 -1.717 -1.183
H -6.064 0.624 -1.236
H -3.611 1.010 -1.028
H 0.681 -3.316 -1.059
H 0.275 -5.772 -1.213
H -2.070 -6.633 -1.128
N -1.224 -1.032 6.976
C -1.355 -1.186 5.853
C -1.465 -1.306 4.439
C -2.549 -0.746 3.759
C -2.546 -0.792 2.375
N -1.555 -1.350 1.676
C -0.553 -1.939 2.327
C -0.458 -1.939 3.708
H -3.370 -0.292 4.294
H -3.368 -0.368 1.810
H 0.196 -2.437 1.718
H 0.368 -2.424 4.209
*
```

(3)
Formula: C43H33BCaCl2N5O4P
Source: the OMol25 dataset
Level of theory: ωB97M-V/def2-TZVPD

- Max |F|: 1.0 eV/Å
- Electronic energy: -114222.0047 eV
- LUMO: 4.00 eV
- HOMO: -2.333 eV
- Kohn-Sham gap: 0.233 hartree
- Energy above the lowest of the compared OMol25 structures with the same formula, charge and spin: 14.9 kcal per mole

```
! wB97M-V def2-TZVPD RIJCOSX def2/J DEFGRID3
* xyz -2 1
Ca -0.664 -0.053 -0.248
O 0.908 0.534 1.102
C 1.277 0.247 2.302
C 2.506 0.741 2.810
C 2.936 0.466 4.090
C 2.170 -0.318 4.956
C 0.961 -0.806 4.487
C 0.486 -0.549 3.200
C -0.839 -1.121 2.875
N -1.451 -0.955 1.773
N -2.688 -1.606 1.625
C -3.292 -1.178 0.535
O -2.940 -0.229 -0.234
C -4.561 -1.919 0.188
C -5.028 -2.983 0.954
C -6.184 -3.656 0.585
C -6.882 -3.273 -0.556
C -6.417 -2.215 -1.323
C -5.259 -1.539 -0.951
H 3.100 1.342 2.130
H 3.888 0.866 4.424
H 2.508 -0.541 5.960
H 0.342 -1.420 5.136
H -1.316 -1.730 3.649
H -4.461 -3.270 1.829
H -6.539 -4.487 1.184
H -7.778 -3.808 -0.851
H -6.949 -1.916 -2.219
H -4.868 -0.715 -1.536
O 3.112 -1.166 0.041
N 3.122 -0.132 -0.875
C 4.062 0.686 -0.638
C 4.286 1.907 -1.453
C 5.500 2.550 -1.224
C 5.850 3.713 -1.897
C 4.957 4.247 -2.815
C 3.736 3.618 -3.033
C 3.375 2.450 -2.370
P 1.711 1.646 -2.534
C 0.721 2.925 -3.390
C 0.359 4.053 -2.646
C -0.544 4.980 -3.140
C -1.128 4.784 -4.387
C -0.794 3.660 -5.126
C 0.126 2.740 -4.633
C 2.065 0.472 -3.906
C 1.529 -0.810 -3.820
C 1.775 -1.745 -4.818
C 2.553 -1.402 -5.915
C 3.088 -0.122 -6.014
C 2.845 0.805 -5.010
H 2.253 -1.587 -0.121
H 4.727 0.505 0.206
H 6.177 2.123 -0.492
H 6.801 4.191 -1.700
H 5.198 5.150 -3.363
H 3.042 4.055 -3.742
H 0.765 4.189 -1.648
H -0.822 5.836 -2.535
H -1.861 5.488 -4.763
H -1.269 3.475 -6.082
H 0.337 1.844 -5.204
H 0.912 -1.087 -2.975
H 1.360 -2.740 -4.722
H 2.748 -2.134 -6.691
H 3.698 0.153 -6.867
H 3.271 1.800 -5.089
Cl -2.747 0.214 -4.890
C -2.949 1.328 -3.559
C -4.047 2.195 -3.582
C -4.253 3.099 -2.589
Cl -5.637 4.190 -2.670
C -3.349 3.181 -1.501
C -3.475 4.094 -0.431
C -2.562 4.096 0.581
C -1.505 3.169 0.543
N -1.347 2.319 -0.438
C -2.241 2.309 -1.468
C -2.000 1.310 -2.532
O -0.998 0.535 -2.491
H -4.738 2.143 -4.414
H -4.308 4.784 -0.425
H -2.649 4.782 1.414
H -0.772 3.110 1.343
B 1.139 -4.753 -1.305
C 0.571 -3.285 -0.986
N 0.176 -2.220 -0.765
H 2.067 -4.964 -0.541
H 0.233 -5.548 -1.138
H 1.520 -4.748 -2.466
*
```

(4)
Formula: C43H33BrHgN4O5PS
Source: the OMol25 dataset
Level of theory: ωB97M-V/def2-TZVPD

- Max |F|: 0.4 eV/Å
- Electronic energy: -155664.6095 eV
- LUMO (alpha / beta): 4.18 / 4.17 eV
- HOMO (alpha / beta): -0.345 / -1.900 eV
- Kohn-Sham gap (alpha / beta): 0.166 / 0.223 hartree
- Energy above the lowest of the compared OMol25 structures with the same formula, charge and spin: 83.5 kcal per mole

```
! wB97M-V def2-TZVPD RIJCOSX def2/J DEFGRID3
* xyz -2 2
Hg 0.054 1.202 -1.386
O 0.670 3.953 -0.736
C 0.170 2.968 -0.243
C -0.403 3.024 1.143
C -1.226 4.121 1.406
C -1.834 4.257 2.639
C -1.610 3.305 3.623
C -0.794 2.217 3.367
C -0.183 2.042 2.123
P 0.911 0.592 1.738
C 0.457 -0.557 3.087
C 1.403 -1.248 3.841
C 1.019 -2.286 4.680
C -0.314 -2.658 4.770
C -1.264 -1.989 4.009
C -0.879 -0.956 3.170
C 2.484 1.361 2.287
C 3.400 1.713 1.303
C 4.590 2.343 1.643
C 4.884 2.606 2.971
C 3.972 2.263 3.961
C 2.773 1.657 3.618
H -1.396 4.838 0.614
H -2.483 5.104 2.830
H -2.077 3.405 4.597
H -0.625 1.490 4.151
H 2.452 -1.008 3.740
H 1.775 -2.827 5.235
H -0.607 -3.484 5.406
H -2.305 -2.289 4.049
H -1.626 -0.455 2.563
H 3.191 1.466 0.270
H 5.293 2.613 0.865
H 5.825 3.073 3.238
H 4.193 2.469 5.002
H 2.052 1.419 4.391
O 2.506 -1.824 1.266
S 1.085 -1.796 -1.867
O 1.682 -2.617 -2.944
N 0.067 -0.622 -2.477
C -0.625 -0.776 -3.654
C -0.913 -2.001 -4.235
C -1.652 -2.092 -5.426
C -2.144 -0.985 -6.063
C -1.875 0.289 -5.514
C -2.344 1.489 -6.095
C -2.018 2.696 -5.545
C -1.199 2.710 -4.397
N -0.769 1.615 -3.830
C -1.100 0.404 -4.336
C -0.135 -2.902 -1.092
C 0.053 -4.270 -1.199
C -0.749 -5.133 -0.463
C -1.724 -4.624 0.383
C -1.906 -3.250 0.487
C -1.107 -2.385 -0.245
H -0.558 -2.905 -3.768
H -1.838 -3.077 -5.838
H -2.723 -1.063 -6.975
H -2.970 1.430 -6.979
H -2.372 3.627 -5.967
H -0.898 3.643 -3.931
H 0.833 -4.637 -1.854
H -0.598 -6.203 -0.536
H -2.337 -5.297 0.971
H -2.667 -2.849 1.145
H -1.251 -1.313 -0.171
Br 2.452 -5.683 2.673
C 3.183 -3.992 2.071
C 4.566 -3.810 2.253
C 5.283 -2.790 1.633
C 4.789 -1.787 0.771
N 3.601 -1.353 0.432
C 2.279 -3.152 1.507
H 5.100 -4.542 2.845
H 6.361 -2.802 1.749
H 5.543 -1.219 0.224
H 1.241 -3.435 1.368
O -2.638 1.032 -1.549
C -3.173 2.115 -1.809
C -4.362 2.194 -2.777
C -4.596 3.688 -2.894
C -3.638 4.273 -1.837
O -3.645 5.462 -1.545
N -2.823 3.316 -1.319
H -5.203 1.652 -2.340
H -4.096 1.697 -3.711
H -5.615 4.020 -2.692
H -4.305 4.087 -3.869
*
```

(5)
Formula: C43H33BrN6O5Tl
Source: the OMol25 dataset
Level of theory: ωB97M-V/def2-TZVPD

- Max |F|: 0.2 eV/Å
- Electronic energy: -139043.6737 eV
- LUMO (alpha / beta): 2.22 / 2.23 eV
- HOMO (alpha / beta): -2.614 / -2.836 eV
- Kohn-Sham gap (alpha / beta): 0.178 / 0.186 hartree
- Energy above the lowest of the compared OMol25 structures with the same formula, charge and spin: 0.0 kcal per mole

```
! wB97M-V def2-TZVPD RIJCOSX def2/J DEFGRID3
* xyz -1 1
Tl -0.418 0.850 0.630
Br 4.259 -0.152 6.517
C 2.882 0.321 5.281
C 1.626 0.669 5.757
C 0.648 1.006 4.839
C 0.873 1.015 3.455
O -0.121 1.409 2.683
C 2.170 0.646 2.977
C 2.601 0.581 1.616
N 1.849 0.690 0.501
C 2.420 0.677 -0.733
C 3.801 0.743 -0.981
C 4.315 0.673 -2.281
C 3.509 0.538 -3.382
C 2.104 0.507 -3.196
C 1.195 0.411 -4.268
C -0.157 0.402 -4.041
C -0.611 0.478 -2.720
N 0.220 0.557 -1.704
C 1.556 0.583 -1.893
C 3.151 0.308 3.935
H 1.418 0.672 6.818
H -0.345 1.281 5.172
H 3.646 0.317 1.489
H 4.490 0.882 -0.162
H 5.391 0.729 -2.412
H 3.917 0.478 -4.383
H 1.586 0.351 -5.278
H -0.869 0.330 -4.851
H -1.666 0.449 -2.477
H 4.136 0.023 3.588
O -6.353 4.244 -1.658
C -6.390 2.958 -1.057
C -5.016 2.514 -0.655
C -4.866 1.221 -0.085
C -3.609 0.813 0.262
N -2.517 1.575 0.111
C -2.632 2.844 -0.410
C -3.918 3.303 -0.811
C -1.460 3.644 -0.502
C -1.437 4.963 -1.030
C -0.268 5.675 -1.064
C -0.236 7.069 -1.635
O -0.984 7.201 -2.841
C 0.913 5.088 -0.559
C 0.835 3.807 -0.061
N -0.294 3.104 -0.036
H -7.256 4.552 -1.765
H -6.809 2.221 -1.753
H -7.031 2.968 -0.165
H -5.710 0.559 0.052
H -3.435 -0.175 0.670
H -4.035 4.287 -1.238
H -2.342 5.416 -1.411
H 0.804 7.371 -1.795
H -0.681 7.777 -0.933
H -0.875 6.382 -3.335
H 1.857 5.616 -0.574
H 1.710 3.300 0.329
O -2.409 -1.561 -1.251
C -1.651 -2.042 -0.431
N -1.363 -3.407 -0.353
C -0.175 -3.606 0.474
C -0.119 -2.228 1.193
O 0.613 -1.975 2.123
N -0.982 -1.372 0.572
C 1.046 -3.783 -0.419
C 1.960 -2.765 -0.654
C 2.982 -2.942 -1.580
C 3.108 -4.140 -2.262
C 2.212 -5.175 -2.012
C 1.191 -4.995 -1.095
C -0.315 -4.724 1.485
C -1.530 -5.358 1.703
C -1.636 -6.359 2.661
C -0.531 -6.726 3.411
C 0.685 -6.087 3.201
C 0.794 -5.094 2.242
H -1.395 -3.869 -1.251
H 1.892 -1.831 -0.109
H 3.670 -2.126 -1.767
H 3.906 -4.274 -2.983
H 2.311 -6.121 -2.530
H 0.500 -5.806 -0.890
H -2.390 -5.058 1.119
H -2.589 -6.848 2.821
H -0.614 -7.503 4.162
H 1.551 -6.361 3.790
H 1.738 -4.589 2.085
*
```